1.
49
Properties=species:S:1:pos:R:3:forces:R:3:mulliken_charge:R:1 method="wB97M-V/def2-TZVPD" gap_ev=8.952 e_homo_ev=-9.258
C -4.015106 -2.810759 4.105033 -0.66 0.25 -0.58 -1.305
C -3.313266 -1.942354 3.105403 0.50 -0.10 0.11 0.549
I -4.638459 -0.598113 2.118435 0.17 -0.09 0.09 0.046
C -2.020139 -1.928868 2.791385 -0.30 0.05 0.01 -0.782
I -0.703783 -3.306016 3.730180 -0.16 0.21 -0.17 0.121
P -1.164459 -0.777914 1.550388 -0.16 -0.45 0.67 0.503
Cl -0.185284 0.546232 0.077206 -0.01 0.25 0.03 -0.459
H -5.017637 -3.003263 3.727199 -0.07 -0.19 0.06 0.386
H -3.513016 -3.759964 4.238820 0.20 -0.03 0.20 0.398
H -4.158336 -2.280889 5.044473 0.24 -0.02 0.19 0.306
H -1.934854 0.316942 1.935616 -0.02 -0.01 -0.15 0.021
H 0.052744 -0.936825 2.215486 0.06 0.04 -0.27 0.040
H -1.495741 -1.605400 0.475475 0.02 0.10 -0.01 0.114
C 2.309818 0.434434 -2.149683 -0.03 0.08 0.15 -0.565
O 2.408803 -0.036678 -3.501317 0.19 -0.25 0.26 -0.241
C 2.620928 -1.347580 -3.608015 -0.01 0.09 -0.05 0.695
O 2.728807 -2.125258 -2.697475 0.01 -0.04 0.03 -0.561
O 2.688135 -1.647688 -4.905141 -0.02 -0.01 -0.06 -0.253
C 2.913056 -3.031731 -5.177312 0.03 -0.15 -0.14 -0.669
H 2.139366 1.506917 -2.205216 -0.01 -0.02 -0.15 0.296
H 1.472888 -0.031271 -1.632188 0.25 -0.05 -0.16 0.131
H 3.237610 0.249471 -1.611328 -0.01 -0.10 -0.01 0.344
H 2.100180 -3.638471 -4.782650 0.04 0.00 0.09 0.298
H 3.862591 -3.356522 -4.756427 -0.04 -0.02 0.09 0.298
H 2.945435 -3.131643 -6.258216 -0.02 0.13 -0.01 0.210
C 1.379879 4.740417 -8.290745 0.03 0.15 -0.14 -0.628
O 0.563297 4.180513 -7.262741 -0.03 0.04 -0.01 -0.327
C 1.062618 3.069891 -6.712933 -0.05 0.02 0.03 0.770
O 2.101183 2.544528 -7.016883 0.04 -0.01 -0.03 -0.549
O 0.215488 2.654012 -5.779075 -0.16 -0.06 0.05 -0.354
C 0.627704 1.458449 -5.095760 -0.35 0.09 -0.11 -0.598
H 0.863244 5.627184 -8.646741 -0.10 -0.02 0.09 0.212
H 2.354041 5.024635 -7.897089 0.04 -0.10 -0.02 0.293
H 1.498899 4.037968 -9.113631 0.08 -0.05 0.05 0.291
H 1.561497 1.620229 -4.586984 0.22 0.08 -0.11 0.247
H 0.712932 0.631046 -5.797230 0.17 0.02 0.00 0.307
H -0.150035 1.234287 -4.369697 -0.05 0.13 -0.04 0.350
C -1.321106 -0.078030 9.683930 -0.03 -0.02 0.22 -0.628
O -1.359198 0.747650 8.518093 -0.01 0.04 0.02 -0.333
C -1.011303 0.123354 7.394938 -0.03 0.06 0.03 0.758
O -0.685242 -1.030170 7.298908 0.00 -0.06 -0.02 -0.529
O -1.089202 0.998604 6.392635 -0.01 0.07 -0.04 -0.346
C -0.737442 0.456243 5.120774 0.04 0.04 -0.27 -0.380
H -1.623807 0.550189 10.516321 -0.01 0.10 -0.09 0.216
H -2.016022 -0.910113 9.588533 0.07 -0.05 -0.06 0.296
H -0.313176 -0.448716 9.859521 -0.01 -0.08 -0.07 0.295
H -1.407929 -0.358588 4.850452 0.06 -0.06 0.09 0.138
H 0.294970 0.109390 5.119755 -0.03 -0.11 0.05 0.330
H -0.841570 1.260241 4.395516 -0.05 0.12 0.14 0.245

2.
49
Properties=species:S:1:pos:R:3:forces:R:3:mulliken_charge:R:1 method="wB97M-V/def2-TZVPD" e_above_lowest_kj_mol=104.51 gap_ev=7.623 e_homo_ev=-7.162
Mg -0.241099 -0.304345 0.109663 0.17 -0.67 -0.33 0.346
I -2.644393 -1.705164 -0.641797 0.00 0.09 0.07 -0.569
Cl 1.916163 0.724107 0.582480 -0.13 -0.01 -0.05 -0.588
C -2.237193 0.015903 3.932560 -0.43 1.61 -0.22 -0.421
O -1.087443 -0.742738 4.269734 -0.60 -0.26 0.08 -0.384
C -0.377520 -1.172854 3.237449 0.02 -0.63 1.24 0.830
O -0.546590 -0.839576 2.104598 -0.17 0.59 -1.45 -0.305
O 0.484210 -2.040735 3.685819 0.66 -0.14 0.49 -0.381
C 1.487455 -2.550977 2.797488 -0.22 -0.48 -0.41 -0.344
H -2.980975 -0.433949 3.275757 0.41 -0.66 -0.01 0.307
H -1.920915 0.938048 3.437375 0.01 -0.06 -0.06 -0.024
H -2.735888 0.330502 4.845691 0.23 -0.35 0.23 0.304
H 1.441403 -2.046193 1.834454 0.23 0.00 0.19 0.021
H 1.267924 -3.612256 2.664242 0.04 0.10 -0.09 0.259
H 2.457918 -2.457039 3.277530 -0.07 0.25 0.01 0.300
C 3.076304 -4.614256 -0.869902 0.43 -0.42 -0.35 -0.707
O 2.301587 -3.599856 -0.255430 0.25 0.37 0.50 -0.328
C 1.430128 -2.891286 -0.969181 -0.12 -0.89 0.56 0.497
O 0.758358 -2.065055 -0.418217 -0.24 0.68 -0.03 -0.220
O 1.354967 -3.300824 -2.203206 0.24 -0.77 -0.93 -0.453
C 0.452688 -2.683040 -3.142206 0.51 0.26 -0.20 -0.269
H 3.622713 -5.154711 -0.099396 -0.39 0.09 0.29 0.241
H 3.856327 -4.197514 -1.511136 -0.35 0.11 -0.25 0.273
H 2.417252 -5.291174 -1.411160 0.26 -0.05 -0.10 0.308
H 0.603478 -3.140597 -4.119483 0.30 -0.37 0.27 0.276
H 0.827708 -1.666870 -3.218713 -0.86 0.30 0.02 -0.103
H -0.584345 -2.842664 -2.858986 0.02 0.56 0.35 0.231
C -2.810693 4.318367 -0.217993 -0.97 1.35 -0.05 -0.797
O -2.564654 2.928835 -0.143268 0.41 -0.03 -0.52 -0.290
C -1.565910 2.515398 0.622754 -1.03 0.57 0.66 0.809
O -1.166572 1.391850 0.570119 0.19 -0.60 -0.41 0.559
O -1.195647 3.403040 1.521063 0.26 -0.04 0.11 -0.392
C -0.143001 2.992461 2.424363 0.39 0.55 0.22 -0.396
H -2.064750 4.890165 -0.772943 0.41 -0.39 0.20 0.278
H -2.968461 4.767578 0.761668 0.26 -0.13 0.04 0.337
H -3.739424 4.489381 -0.763319 -0.02 -0.56 -0.03 0.288
H 0.051848 1.925904 2.387993 -0.05 0.04 -0.16 0.064
H -0.432799 3.312762 3.422836 -0.18 -0.04 -0.06 0.225
H 0.744632 3.548802 2.131039 0.09 -0.22 0.00 0.260
C -0.879950 2.162024 -3.025817 0.78 -0.19 -0.39 -1.315
C 0.216503 1.175119 -2.720755 0.39 0.76 0.30 0.846
O 0.012596 0.248344 -1.968652 0.13 -0.21 0.02 -0.527
C 1.626482 1.496978 -3.227616 -1.33 -1.11 0.50 -1.163
H -1.097826 2.106014 -4.096769 -0.39 -0.22 0.09 0.405
H -0.444850 3.159636 -2.931748 -0.26 0.10 0.38 0.437
H -1.719019 1.958831 -2.368808 -0.23 0.18 -0.26 0.272
H 2.268758 1.215849 -2.391052 0.21 0.55 0.02 0.279
H 1.596929 2.538287 -3.519702 0.74 0.03 -0.19 0.407
H 1.875586 0.799507 -4.029413 -0.01 0.31 -0.30 0.318

3.
73
Properties=species:S:1:pos:R:3:forces:R:3:mulliken_charge:R:1 method="wB97M-V/def2-TZVPD" e_above_lowest_kj_mol=41.04 multiplicity=4 gap_ev="3.067 / 5.578" e_homo_ev="-1.788 / -4.303" charge=-1
Ti 1.272823 1.480140 0.204954 0.55 0.49 -0.66 0.418
I 1.336253 4.023060 -1.655596 -0.15 -0.40 0.45 -0.751
Cl 4.502893 -0.890970 -0.452246 5.54 -1.41 0.78 1.807
O 4.162533 -2.210540 -0.801176 -1.47 -2.19 -1.33 -0.712
O 4.309923 -0.723380 0.909634 -0.48 0.16 4.27 -0.683
O 5.911113 -0.708690 -0.774446 -0.20 -0.04 -0.08 -0.770
O 3.785953 0.090310 -1.073146 -3.82 3.55 -3.59 -0.647
C 3.840223 4.917370 4.591054 -0.77 2.53 -1.24 -0.292
C 2.918073 5.763700 3.653184 -0.09 0.93 0.45 -0.385
O 2.797043 5.112380 2.418824 0.75 -2.38 -1.02 -0.323
S 3.615813 3.609730 2.405364 -0.43 2.10 -2.19 0.860
O 4.919223 3.881900 1.812634 -1.72 -0.55 1.95 -0.561
O 2.827093 2.588970 1.701644 0.90 1.90 2.44 -0.217
O 3.553583 3.665570 4.092454 0.83 -3.43 -0.79 -0.328
H 3.535823 5.071570 5.626264 -0.18 -0.66 -0.06 0.317
H 4.873643 5.253040 4.504574 0.23 -0.50 -0.22 0.306
H 3.263163 6.773240 3.429904 0.33 -0.01 0.24 0.288
H 1.917263 5.860250 4.074084 -0.08 -0.18 0.17 0.237
C -0.469137 0.296120 4.201574 -1.29 1.83 -1.39 0.147
C -1.279917 -1.032820 3.837924 1.00 1.73 0.88 -0.169
O -0.379987 -1.872210 3.121244 1.12 0.81 0.00 -0.262
S 0.870373 -1.018980 2.555184 3.10 1.37 -1.69 0.814
O 0.686263 -0.602280 1.149724 -0.44 -1.06 2.67 -0.069
O 2.129973 -1.638660 2.878364 -2.21 0.22 -0.07 -0.590
O 0.728893 0.352130 3.486494 1.64 -3.37 -1.31 -0.270
H -0.268827 0.642210 5.215574 -0.23 -0.97 0.31 0.329
H -0.862517 1.166650 3.676664 -1.66 -0.07 0.96 -0.291
H -2.091287 -0.780600 3.155154 -0.26 -0.14 0.51 0.078
H -1.514017 -1.487750 4.800394 -0.48 -0.40 -0.50 0.378
C -1.127607 -4.768070 0.438264 -0.84 1.34 1.48 -0.497
C -1.647217 -4.437300 -0.906126 0.17 -1.95 -1.59 -0.122
O -2.651517 -3.476410 -0.751306 -1.37 1.70 0.72 -0.348
S -2.648417 -2.781690 0.721444 1.85 1.60 0.71 0.985
O -3.676317 -3.323870 1.574164 0.80 0.17 -1.15 -0.641
O -2.523467 -1.308610 0.667544 -0.30 -3.57 -0.40 -0.219
O -1.192947 -3.431270 1.082804 -0.53 0.27 -0.08 -0.291
H -0.131167 -5.208410 0.474474 -0.11 0.45 0.18 0.396
H -1.876657 -5.307890 1.017574 0.31 -0.73 -0.18 0.307
H -2.137197 -5.317230 -1.322956 -0.05 -0.11 -0.08 0.341
H -0.888027 -4.167470 -1.640236 0.04 0.68 0.26 0.059
C -2.762857 -1.069750 -3.076966 0.47 0.20 -0.56 0.435
C -3.227987 0.335220 -2.976746 -1.41 2.49 1.82 -0.047
O -2.230197 1.248690 -3.385986 2.35 0.20 -0.28 -0.395
S -0.708917 0.550060 -3.289376 0.98 1.07 -0.42 0.555
O -0.060047 0.719200 -1.966166 -2.50 -1.16 -3.05 0.182
O 0.117253 0.856660 -4.463876 -2.35 -0.77 2.58 -0.495
O -1.446857 -0.897200 -3.611356 1.70 -0.84 0.46 -0.221
H -3.413877 -1.524450 -3.823636 0.61 -0.65 -0.06 0.324
H -2.767097 -1.616870 -2.134236 0.13 0.12 -0.20 -0.345
H -3.452637 0.659460 -1.960626 -0.12 -0.49 0.40 -0.097
H -4.142917 0.573030 -3.519376 0.25 -0.17 -0.48 0.287
C -4.153007 3.219450 1.159134 0.40 1.09 -1.28 -0.565
C -4.236727 1.799310 1.706004 -0.94 1.28 -2.01 -0.204
O -2.974267 1.449610 2.236004 0.54 0.84 0.52 -0.162
S -1.805347 2.415830 1.648374 1.35 2.67 -0.92 0.698
O -0.902157 1.628070 0.815194 -2.22 1.07 1.30 0.428
O -1.240377 3.319830 2.636544 -0.90 -1.93 -0.78 -0.653
O -2.823787 3.441030 0.745884 2.11 -2.05 1.08 -0.386
H -4.499947 4.004960 1.830464 0.35 -0.11 0.54 0.316
H -4.670337 3.418920 0.220684 -0.73 -0.65 0.15 0.325
H -4.373467 1.156260 0.836584 -0.58 -0.39 0.43 0.188
H -5.102457 1.979680 2.343254 0.38 -1.61 0.87 0.284
C 2.008993 -2.010570 -4.349276 1.72 -1.71 0.54 0.083
C 1.350613 -3.382920 -4.122706 0.28 0.58 -0.67 0.202
O 1.334323 -4.044020 -5.419266 0.27 -0.35 -1.30 -0.431
S 2.080463 -3.220930 -6.664016 0.67 1.32 2.46 1.093
O 1.277053 -3.152260 -7.877686 0.96 -0.09 2.65 -0.517
O 3.484423 -3.573750 -6.781336 -2.08 -0.09 0.01 -0.531
O 2.054693 -1.847180 -5.728676 -1.25 0.66 -3.86 -0.343
H 3.076063 -2.093240 -4.142776 -0.11 0.21 1.13 0.337
H 1.539923 -1.220360 -3.763056 0.05 0.19 -0.70 -0.152
H 0.319493 -3.227230 -3.805446 -0.04 -0.42 -0.08 -0.101
H 1.960243 -3.947770 -3.417436 -0.32 -0.20 -0.09 0.280

4.
45
Properties=species:S:1:pos:R:3:forces:R:3:mulliken_charge:R:1 method="wB97M-V/def2-TZVPD" e_above_lowest_kj_mol=2.11 gap_ev="6.847 / 6.829" e_homo_ev="-16.675 / -16.663" charge=+2
N 1.644731 -0.129219 0.793026 1.67 -1.58 -0.89 -0.343
C 2.784712 -0.500638 0.901133 -0.79 3.01 4.56 0.709
O 3.913466 -0.576843 1.457710 -1.92 0.09 -1.14 -0.415
Cu 3.851444 -1.532184 -0.128424 2.02 -2.46 -2.63 0.600
V -0.156386 0.038115 0.577306 0.35 -0.74 -1.18 0.553
N -0.818553 -1.484898 -0.180828 -0.11 1.75 1.18 0.624
N -0.122379 1.517369 -0.482245 -1.78 -1.17 1.12 0.420
C -0.312122 -2.783337 -0.673896 0.80 -0.37 -0.17 0.787
C 0.329577 2.876903 -0.087950 0.69 0.54 0.46 1.273
C 0.633503 -2.502946 -1.833497 -0.11 -0.14 -0.51 -1.330
C -1.446267 -3.694799 -1.135828 -0.37 0.11 -0.14 -1.646
C 0.452690 -3.477881 0.449729 -0.09 -0.18 0.30 -1.267
C 0.537597 3.773436 -1.295022 -0.09 -0.03 -0.65 -1.885
C -0.716416 3.508534 0.821786 -0.54 -0.07 0.26 -1.369
C 1.640769 2.765623 0.679059 0.30 0.01 0.26 -1.693
H 0.106417 -1.961637 -2.630589 0.27 -0.13 0.09 0.353
H 1.008138 -3.451894 -2.238445 -0.10 0.27 0.04 0.489
H 1.499884 -1.900980 -1.522287 -0.06 0.07 0.05 0.026
H -2.103169 -3.968680 -0.302094 0.12 0.00 -0.23 0.426
H -1.027768 -4.623185 -1.542369 -0.04 0.26 0.11 0.437
H -2.039236 -3.218920 -1.925802 0.06 -0.15 0.13 0.427
H 1.333283 -2.897248 0.751250 -0.09 -0.04 0.04 0.147
H 0.792318 -4.465311 0.110145 -0.12 0.23 0.11 0.433
H -0.192471 -3.609814 1.327776 0.25 -0.04 -0.11 0.351
H 1.193213 3.303387 -2.031445 0.04 0.07 0.00 0.450
H 1.000390 4.716133 -0.984698 -0.11 -0.25 0.05 0.442
H -0.409678 4.014373 -1.781401 0.11 0.09 0.01 0.464
H -1.664238 3.661111 0.291484 0.18 0.08 0.17 0.360
H -0.335007 4.478228 1.159223 -0.18 -0.15 -0.10 0.464
H -0.904007 2.890537 1.709423 0.04 0.15 -0.10 0.260
H 1.517136 2.180088 1.596124 0.10 0.22 -0.04 0.304
H 1.969521 3.773536 0.975507 -0.10 -0.40 -0.15 0.558
H 2.426038 2.301680 0.068847 -0.13 0.22 0.09 0.324
C -1.151408 1.456508 -1.511655 -0.37 -0.04 -1.18 -1.136
H -1.361156 0.418433 -1.795549 0.10 0.32 0.05 0.285
H -2.091781 1.900042 -1.150654 0.29 0.06 -0.01 0.430
H -0.851019 1.997586 -2.418820 -0.03 -0.16 0.26 0.401
C -2.206422 -1.368651 0.270015 -0.40 -0.33 -0.25 -0.972
H -2.533727 -2.229752 0.876773 0.32 0.55 0.13 0.369
H -2.319680 -0.456797 0.898341 -0.18 0.07 0.10 0.246
H -2.914395 -1.279557 -0.573537 0.37 0.15 0.25 0.445
F 0.955564 0.579944 3.251277 -1.49 -0.45 -0.94 -0.197
C -0.255470 0.149421 2.708724 -0.16 0.09 3.25 0.839
F -0.443915 -1.129961 3.235300 0.18 1.48 -1.24 -0.225
F -1.213728 0.944166 3.317055 1.08 -1.03 -1.40 -0.222